Entry 1:
One molecule with the formula C8H8FNO4S in a non-equilibrium geometry. Source: the OMol25 dataset; level of theory: ωB97M-V with the def2-TZVPD basis set.

The value obtained for the energy above the lowest of the compared OMol25 structures with the same formula, charge and spin is 0.0 kJ/mol. The value obtained for the LUMO energy is -0.59 eV. Its multiplicity is 1. The calculation puts the frontier orbital gap at 9.882 eV. The HOMO energy is -10.4760 eV. As for the net charge: 0.

Cartesian coordinates (Å):
S1 0.11168 1.09061 -0.97771
F1 0.21455 1.24192 1.71356
O1 -0.71304 3.89822 -0.19659
O2 1.29956 1.83990 -1.21410
O3 -1.00319 1.18409 -1.88263
O4 0.69288 3.69335 1.38645
N1 -0.22193 3.27878 0.69375
C1 2.13509 -2.31559 -0.26132
C2 1.15376 -3.31803 -0.30360
C3 -0.50902 -1.57299 -0.55762
C4 1.85917 -0.97971 -0.33288
C5 -2.00519 1.54959 0.90096
C6 -0.56100 1.83027 0.75290
C7 0.52795 -0.59317 -0.58262
C8 -0.15478 -2.93383 -0.43872
H1 1.31050 -4.45322 -0.36586
H2 -2.27645 0.53291 0.45232
H3 2.72822 -0.33495 -0.10244
H4 -2.72332 2.31736 0.36783
H5 -1.11046 -3.62380 -0.40779
H6 -2.40197 1.59393 2.00371
H7 3.18244 -2.52049 -0.06709
H8 -1.53546 -1.40515 -0.58053

Forces on the atoms, in the same order (eV/Å):
S -1.093 1.336 1.246
F -0.573 0.304 -0.369
O -1.504 0.558 -1.008
O 0.715 -0.137 -0.182
O 0.366 -0.700 0.364
O -0.747 -0.564 0.321
N 2.622 0.331 0.441
C 0.558 -1.241 0.623
C 0.171 -1.735 -0.855
C 3.093 -0.445 0.124
C -0.329 0.746 0.103
C -3.808 0.128 0.548
C 0.770 -1.460 -0.599
C -1.050 -0.711 0.234
C -3.100 0.294 0.293
H 0.435 1.977 0.480
H 0.468 1.405 0.801
H -1.073 0.188 -0.686
H 1.928 -1.407 0.691
H 2.512 0.961 -0.129
H 1.217 -0.255 -1.862
H -0.143 -0.553 -0.127
H -1.436 0.980 -0.453

These are the natural (NBO) partial charges, in e, on atoms 1 to 2: S 2.1253; F -0.3199



Entry 2:
One molecule with the formula C6H6 in a non-equilibrium geometry. Source: the OMol25 dataset; level of theory: ωB97M-V with the def2-TZVPD basis set.

The value obtained for the energy above the lowest of the compared OMol25 structures with the same formula, charge and spin is 561.3 kJ/mol. The value obtained for the LUMO energy is -1.71 eV. Its multiplicity is 1. The calculation puts the frontier orbital gap at 8.120 eV. The HOMO energy is -9.8299 eV. As for the net charge: 0.

Cartesian coordinates (Å):
C1 0.96893 -0.46818 -1.48120
C2 -0.27165 -0.29905 -1.09561
C3 -0.59872 0.08826 0.26292
C4 -3.04052 -0.39643 1.05352
C5 -1.86073 -0.19189 0.73351
C6 0.51082 0.73689 1.11840
H1 0.15113 0.59740 2.22277
H2 -1.05028 -0.87296 -1.69137
H3 0.61182 1.90921 1.09702
H4 1.29831 -1.01506 -2.41430
H5 1.45499 0.25588 1.01754
H6 1.82591 -0.34408 -0.82322

Forces on the atoms, in the same order (eV/Å):
C 2.627 -1.490 -1.244
C -1.846 -1.905 -0.566
C -0.643 0.648 0.760
C -2.097 -0.399 0.629
C 3.863 0.979 -1.053
C -2.582 1.557 2.813
H 0.791 0.059 -1.909
H 0.625 1.475 0.702
H -0.272 -2.311 -0.709
H -0.924 0.883 0.911
H 0.662 -0.143 -0.222
H -0.204 0.646 -0.112

These are the natural (NBO) partial charges, in e, on atoms 1 to 2: C -0.2682; C -0.2756



Entry 3:
C2H6N2 as an isolated structure in a non-equilibrium geometry. Source: the OMol25 dataset; level of theory: ωB97M-V with the def2-TZVPD basis set.

The value obtained for the energy above the lowest of the compared OMol25 structures with the same formula, charge and spin is 478.5 kJ/mol. The value obtained for the LUMO energy (spin up / spin down) is -5.98 / -10.21 eV. Its multiplicity is 2. As for the expectation value of S²: 0.767. The calculation puts the frontier orbital gap (spin up / spin down) at 11.989 / 7.100 eV. The HOMO energy (spin up / spin down) is -17.9666 / -17.3116 eV. As for the net charge: +1.

Cartesian coordinates (Å):
N1 0.97960 -0.27654 0.98671
N2 0.15839 0.99186 -1.00774
C1 -1.28372 -0.62274 0.10601
C2 0.14973 -0.19887 -0.01712
H1 -1.62400 -0.99203 -0.85932
H2 -1.33764 -1.36338 0.90733
H3 0.64330 0.99026 0.02922
H4 -1.86434 0.26386 0.37461
H5 1.92801 0.09593 0.83087
H6 0.88502 0.87561 -1.73619

Forces on the atoms, in the same order (eV/Å):
N 0.490 0.537 -2.255
N 2.126 -2.624 2.160
C 1.351 -0.929 0.191
C -4.613 -1.194 -0.451
H -0.137 -0.096 0.077
H -0.372 -0.046 -0.097
H 0.626 4.547 -0.359
H 0.061 0.095 0.000
H 0.461 -0.434 0.491
H 0.007 0.143 0.242

These are the natural (NBO) partial charges, in e, on atoms 1 to 2: N -0.3236; N -0.4859



Entry 4:
C27H27IIrN5O2P2 as an isolated structure in a non-equilibrium geometry. Source: the OMol25 dataset; level of theory: ωB97M-V with the def2-TZVPD basis set.

The value obtained for the energy above the lowest of the compared OMol25 structures with the same formula, charge and spin is 364.9 kJ/mol. The value obtained for the LUMO energy (spin up / spin down) is -13.13 / -12.63 eV. Its multiplicity is 2. As for the expectation value of S²: 0.789. The calculation puts the frontier orbital gap (spin up / spin down) at 3.086 / 3.600 eV. The HOMO energy (spin up / spin down) is -16.2189 / -16.2257 eV. As for the net charge: +3.

Cartesian coordinates (Å):
Ir1 -1.14320 2.66666 1.05445
I1 -0.61390 5.39946 0.37925
P1 -1.25720 -0.40214 -0.92455
P2 1.42040 0.86166 -0.57735
O1 0.80930 2.09916 0.00555
O2 -1.69050 0.60046 0.09195
N1 -2.43520 1.74196 6.12495
N2 -1.67290 2.14346 5.12835
N3 -2.06060 2.19296 3.88865
N4 -0.99610 2.54066 3.19325
N5 -0.40350 2.44256 5.28775
C1 -0.97170 -2.02234 -0.17495
C2 -2.50400 -0.68974 -2.22835
C3 2.70690 -2.54284 1.26585
C4 0.01260 2.69826 4.06955
C5 -0.53500 -3.09034 -0.95685
C6 -4.46710 -1.02264 -4.11105
C7 -1.03100 -3.41194 1.76855
C8 1.52870 -0.13114 1.98525
C9 2.38170 -1.62414 0.28425
C10 2.91330 1.30916 -1.52765
C11 0.26870 0.11756 -1.80975
C12 5.28950 1.39336 -1.79855
C13 4.18300 1.03156 -1.03865
C14 -2.13930 -0.86954 -3.55675
C15 -0.31810 -4.31664 -0.35965
C16 2.46130 -2.25264 2.60145
C17 1.78860 -0.41354 0.64715
C18 -3.83410 -0.71674 -1.82425
C19 -0.58980 -4.47944 0.99465
C20 -1.25040 -2.18124 1.17945
C21 -2.38800 4.22666 0.06955
C22 5.12000 2.03426 -3.01465
C23 -4.82420 -0.85524 -2.78205
C24 2.73900 1.97676 -2.73615
C25 3.85060 2.32676 -3.48995
C26 1.86120 -1.05214 2.96245
C27 -3.13730 -0.99844 -4.50915
H1 0.02700 -5.14874 -0.95465
H2 -3.43580 1.74296 5.97265
H3 -2.07660 1.87186 7.06395
H4 2.60800 -1.83504 -0.75025
H5 1.01080 3.00586 3.82935
H6 1.75230 2.23986 -3.08635
H7 2.76570 -2.95184 3.36515
H8 -1.62070 -1.34114 1.74745
H9 -5.23290 -1.22644 -4.84735
H10 3.71270 2.83506 -4.43265
H11 -1.10750 -0.87804 -3.87185
H12 4.31470 0.55176 -0.08065
H13 0.00190 0.89276 -2.53475
H14 -2.86480 -1.08324 -5.55115
H15 0.74310 -0.71924 -2.31995
H16 -2.60500 4.13216 -0.98555
H17 -1.22850 -3.54334 2.82205
H18 -0.38120 -2.96804 -2.01975
H19 -5.86090 -0.85314 -2.47945
H20 -0.50240 -5.45974 1.43835
H21 1.07830 0.81896 2.23705
H22 -3.20890 4.59056 0.67385
H23 3.17940 -3.47384 0.99255
H24 6.27880 1.18476 -1.41645
H25 5.98510 2.32146 -3.59575
H26 1.68210 -0.82904 4.00175
H27 -4.08640 -0.60744 -0.77945

Forces on the atoms, in the same order (eV/Å):
Ir 0.985 -1.286 -1.888
I -0.903 -1.662 0.636
P 0.429 -3.289 -2.960
P 2.118 -2.831 -2.198
O -2.717 2.987 2.053
O -0.584 3.830 2.853
N -0.731 -0.509 0.631
N 0.531 0.422 -1.798
N -1.659 -0.520 0.285
N -0.090 0.639 -1.308
N 0.637 0.035 0.433
C -0.175 0.776 0.122
C 0.780 0.485 1.020
C 0.018 0.045 -0.003
C 0.268 0.324 -0.126
C 0.068 0.263 0.089
C -0.153 -0.127 -0.287
C -0.112 -0.225 -0.037
C 0.013 -0.104 -0.225
C -0.096 0.228 -0.032
C -1.025 -0.206 0.773
C -0.329 0.576 1.149
C -0.097 -0.077 0.340
C 0.238 0.047 -0.105
C -0.175 0.421 -0.183
C -0.193 -0.027 0.048
C -0.038 0.169 0.014
C -0.045 0.643 -0.107
C -0.096 0.283 -0.161
C -0.053 0.023 0.057
C 0.367 0.065 -0.252
C 1.807 0.085 1.247
C 0.158 0.015 -0.097
C 0.096 -0.221 0.234
C 0.257 0.098 -0.247
C -0.416 0.017 0.157
C 0.063 -0.059 -0.017
C 0.106 -0.212 0.133
H -0.027 -0.092 -0.012
H 0.146 0.115 -0.152
H 0.200 0.171 -0.247
H 0.033 -0.072 -0.136
H 0.218 0.025 -0.059
H -0.112 -0.010 -0.136
H -0.048 -0.091 0.068
H -0.003 0.034 0.156
H -0.048 0.247 -0.044
H 0.068 0.027 -0.053
H 0.132 0.064 -0.025
H 0.037 -0.110 0.067
H 0.048 -0.104 -0.023
H -0.083 -0.161 -0.042
H 0.026 -0.061 0.045
H 0.138 -0.636 -0.180
H -0.062 -0.101 0.048
H 0.070 -0.022 -0.132
H -0.068 -0.092 -0.065
H 0.176 -0.044 0.088
H 0.016 0.078 0.168
H -0.100 -0.223 0.291
H 0.024 -0.079 -0.024
H 0.046 -0.003 -0.068
H 0.037 -0.024 -0.018
H -0.018 -0.001 0.154
H -0.096 0.044 0.090

These are the natural (NBO) partial charges, in e, on atoms 1 to 2: Ir 1.4036; I 0.6474



Entry 5:
A 2-piece molecular cluster, C3H11NOS2 overall in a non-equilibrium geometry. Source: the OMol25 dataset; level of theory: ωB97M-V with the def2-TZVPD basis set.

The value obtained for the energy above the lowest of the compared OMol25 structures with the same formula, charge and spin is 118.0 kJ/mol. The value obtained for the LUMO energy is 0.72 eV. Its multiplicity is 1. The calculation puts the frontier orbital gap at 9.329 eV. The HOMO energy is -8.6066 eV. As for the net charge: 0.

Cartesian coordinates (Å):
S1 -0.94202 -0.80901 -0.21323
S2 0.57290 -1.56298 -1.16623
O1 0.55714 -1.91028 3.00912
N1 0.47830 1.52858 1.64674
C1 0.07736 1.81785 0.31663
C2 0.43305 -1.50852 -2.93517
C3 -1.13617 0.97778 -0.00173
H1 1.47542 -1.57425 -3.40741
H2 -0.15870 -0.54875 -3.33317
H3 0.82885 1.63136 -0.46339
H4 -1.73721 1.24284 -1.00553
H5 -0.03158 -2.38589 -3.35852
H6 1.03698 2.15565 2.12059
H7 -1.87098 1.24230 0.85161
H8 -0.26148 2.86028 0.20426
H9 0.77986 0.61048 1.83666
H10 -0.08678 -1.63035 3.63876
H11 -0.01491 -2.13709 2.26000

Forces on the atoms, in the same order (eV/Å):
S -2.648 -0.685 1.623
S 2.483 -0.013 0.067
O 0.163 -0.335 -0.954
N -1.403 -0.378 0.079
C -0.205 0.095 -1.258
C -0.300 1.905 -2.530
C -2.330 1.552 -1.837
H -1.241 0.663 0.956
H 1.536 -2.084 0.884
H 0.203 0.132 0.081
H 1.632 0.118 2.148
H -0.647 -0.269 0.178
H 1.305 1.651 0.708
H 0.931 -1.359 -1.226
H 0.361 -0.200 0.266
H 0.311 -1.242 -0.066
H -0.541 0.422 1.012
H 0.389 0.027 -0.130

These are the natural (NBO) partial charges, in e, on atoms 1 to 2: S 0.0602; S 0.1236



Entry 6:
CH4N2O2S as an isolated structure in a non-equilibrium geometry. Source: the OMol25 dataset; level of theory: ωB97M-V with the def2-TZVPD basis set.

The value obtained for the energy above the lowest of the compared OMol25 structures with the same formula, charge and spin is 332.4 kJ/mol. The value obtained for the LUMO energy is 0.35 eV. Its multiplicity is 1. The calculation puts the frontier orbital gap at 9.969 eV. The HOMO energy is -9.6212 eV. As for the net charge: 0.

Cartesian coordinates (Å):
S1 -1.38928 0.37720 0.23349
O1 -1.57681 -1.16113 -0.57278
O2 -0.44881 -0.38461 1.36058
N1 0.83985 -0.47519 0.83900
N2 -0.28945 1.09517 -0.54507
C1 0.94116 0.77371 0.02540
H1 1.65396 0.42618 -0.75989
H2 -1.83308 -0.93034 -1.42400
H3 0.83790 -1.26486 0.12647
H4 1.26456 1.54387 0.71681

Forces on the atoms, in the same order (eV/Å):
S 0.936 -1.875 -1.168
O 0.348 0.342 2.919
O -1.279 0.181 1.219
N 0.478 -0.371 -1.736
N -2.696 0.977 0.139
C 2.887 -2.153 -0.024
H 0.046 1.134 0.594
H -0.829 0.492 -2.812
H -0.393 0.912 1.190
H 0.503 0.361 -0.322

These are the natural (NBO) partial charges, in e, on atoms 1 to 2: S 1.5409; O -0.9130



Calculated total energy for the records above, in order: -31653.4930 -6313.3830 -5137.9841 -69469.2998 -28496.3732 -19008.4790 eV